9
Properties=species:S:1:pos:R:3:mulliken_spin:R:1 method="wB97M-V/def2-TZVPD" lumo_energy_ha="-0.0289 / -0.0476" spin_multiplicity=4 relative_energy_kj_mol=16.4 total_charge=0 homo_lumo_gap_ev="6.56 / 9.16"
C 0.2459 -1.1197 -0.5238 0.234
C 1.3854 -0.2393 -1.0209 0.012
H 2.4035 -0.5598 -0.7329 0.011
H 0.3944 -2.1991 -0.4009 -0.016
H 1.4261 0.0869 -2.0732 0.015
O -0.7202 0.3774 1.3835 0.120
C 0.3116 -0.1358 0.7833 0.245
O 0.9669 0.8471 -0.1369 0.126
Pt -1.1354 0.5132 -0.6702 2.252

17
Properties=species:S:1:pos:R:3:lowdin_charge:R:1 method="wB97M-V/def2-TZVPD" smiles=C[C@@H](O)[C@H]1CCO1 lumo_energy_ha=0.0336 spin_multiplicity=1 relative_energy_kj_mol=235.5 total_charge=0 homo_lumo_gap_ev=10.51
C -2.1392 -0.5481 0.3998 -0.041
C -1.0818 0.2723 -0.3262 -0.394
O -0.8629 1.5307 0.2749 -0.038
C 0.2421 -0.5764 -0.3328 -0.270
C 1.4651 0.2608 -0.7336 -0.081
C 1.9677 -0.0494 0.6833 -0.160
O 0.7805 -0.7984 0.9857 -0.083
H -3.0890 -0.0320 0.5669 0.082
H -2.3435 -1.4392 -0.2086 0.084
H -1.7374 -0.8719 1.3646 0.085
H -1.3704 0.4273 -1.3853 0.147
H -0.0188 1.8615 -0.1155 0.071
H 0.0301 -1.5342 -0.8371 0.151
H 2.0527 0.0319 -1.6235 0.113
H 1.1855 1.3437 -0.8067 0.101
H 2.0610 0.8457 1.3112 0.118
H 2.8742 -0.6592 0.7834 0.116

95
Properties=species:S:1:pos:R:3:mulliken_spin:R:1 method="wB97M-V/def2-TZVPD" lumo_energy_ha="-0.0744 / -0.1044" spin_multiplicity=4 relative_energy_kj_mol=0.0 total_charge=+1 homo_lumo_gap_ev="6.87 / 7.64"
Re 0.3709 0.3533 0.2110 1.938
C 1.2010 -4.6541 2.7492 0.002
N 1.1717 -3.6137 1.7331 0.024
C 1.4115 -4.0538 0.3703 0.016
C 0.8674 -2.3243 2.0200 0.043
N 0.1156 -1.5680 1.2224 0.007
C -0.8825 -2.0280 0.3419 0.476
C -1.6151 -3.2203 0.3041 -0.134
C -2.5397 -3.6521 -0.6393 0.410
C -3.0546 -3.0091 -1.8785 0.012
C -2.0106 -2.3730 -2.8183 0.026
C -2.0484 -1.9376 -4.2553 0.033
C -1.4724 -0.7657 -4.5813 -0.005
C -0.8889 0.3050 -3.7467 -0.003
C -0.4488 0.3401 -2.4698 -0.040
N -0.1317 1.4318 -1.6236 -0.050
C -0.5689 2.6856 -1.8247 0.049
N 0.1494 3.7105 -1.3439 0.010
C 1.5820 3.6291 -1.1155 0.026
C -0.4721 4.9502 -0.9023 0.003
N -1.7207 2.9907 -2.4605 0.007
C -1.8261 4.1464 -3.3392 0.000
C -2.9198 2.1757 -2.3700 0.005
C -1.1470 -0.8619 -0.5253 -0.063
N 1.3509 -1.7944 3.1578 0.036
C 0.7421 -0.6304 3.7779 0.018
C 2.6111 -2.2184 3.7492 0.000
H 0.5464 -5.4714 2.4377 0.001
H 0.8364 -4.2660 3.6963 0.001
H 2.2064 -5.0572 2.8895 0.000
H 0.5787 -4.6385 -0.0267 0.013
H 2.3125 -4.6709 0.3589 0.002
H 1.5682 -3.1898 -0.2693 -0.008
H -1.4329 -3.9202 1.1152 0.018
H -2.9895 -4.6135 -0.4252 -0.001
H -3.9502 -3.4596 -2.2876 0.003
H -2.4461 -2.5741 -5.0378 0.001
H -1.4881 -0.5070 -5.6347 0.000
H -0.8612 1.2634 -4.2538 0.002
H 1.9730 2.7054 -1.5217 -0.020
H 1.8055 3.6756 -0.0499 0.004
H 2.0679 4.4750 -1.6062 0.000
H -1.5491 4.8299 -0.8284 0.001
H -0.2436 5.7809 -1.5730 0.000
H -0.0820 5.1929 0.0871 0.001
H -0.8479 4.5897 -3.5030 0.000
H -2.5024 4.9030 -2.9360 0.000
H -2.2209 3.8134 -4.3015 0.000
H -2.7838 1.3754 -1.6460 0.005
H -3.1675 1.7345 -3.3385 0.001
H -3.7479 2.8167 -2.0580 0.000
H -0.2929 -0.5486 3.4612 -0.019
H 1.2676 0.2874 3.5028 -0.001
H 0.7783 -0.7539 4.8615 0.003
H 3.1400 -2.8829 3.0734 0.001
H 2.4558 -2.7240 4.7043 0.000
H 3.2266 -1.3339 3.9234 0.002
C 4.3979 -1.3053 0.5662 0.008
C 3.6731 -0.0590 0.0533 0.014
O 2.3188 -0.1736 0.2129 0.162
C 4.1782 1.1574 0.8603 0.000
F 3.7144 2.3226 0.3798 -0.003
F 3.7440 1.0560 2.1294 -0.001
F 5.5121 1.2370 0.8971 0.000
C 3.9906 0.0937 -1.4506 0.009
F 3.2813 1.0719 -2.0341 -0.002
F 3.6687 -1.0467 -2.0893 0.000
F 5.2845 0.3352 -1.6842 0.001
H 4.3074 -1.3477 1.6487 0.000
H 5.4542 -1.2993 0.3026 -0.001
H 3.9228 -2.1826 0.1316 0.000
N -2.5007 -0.6554 -0.9059 0.055
C -2.9093 -1.5084 -1.9746 0.005
C -0.5994 -2.8308 -2.6478 0.004
C 0.3135 -1.9828 -2.2303 0.009
N -0.2021 -0.7883 -1.6528 0.015
H -3.1010 -0.7479 -0.0954 0.011
H -3.6589 -1.0444 -2.6068 0.012
H -0.3566 -3.8040 -3.0586 -0.012
H 1.3883 -2.0908 -2.2724 0.012
C -2.6260 3.3945 1.7993 -0.005
Ge -1.6007 1.9185 2.5771 0.036
C -1.1001 2.3607 4.4170 0.014
C -2.7237 0.3158 2.5094 0.039
C -0.0020 1.7096 1.4541 -0.264
H -3.5446 3.5595 2.3638 -0.001
H -2.8970 3.1567 0.7680 0.001
H -2.0510 4.3211 1.8058 0.001
H -1.9667 2.7463 4.9556 0.002
H -0.3218 3.1241 4.4327 0.000
H -0.7348 1.4841 4.9527 -0.001
H -3.3595 0.2534 3.3929 0.001
H -2.1366 -0.6010 2.4348 -0.018
H -3.3730 0.3950 1.6360 0.002
H 0.6323 2.6097 1.4649 0.042

13
Properties=species:S:1:pos:R:3:lowdin_charge:R:1 method="wB97M-V/def2-TZVPD" lumo_energy_ha=0.1533 spin_multiplicity=1 relative_energy_kj_mol=0.0 total_charge=-1 homo_lumo_gap_ev=6.48
H 1.9350 -1.6324 -1.2682 0.022
N 1.5880 -2.0885 -0.4268 0.047
C 0.7967 -1.3753 0.2412 -0.367
C 0.6184 0.0841 0.0161 -0.324
C -0.7296 0.4469 0.3959 -0.514
P -2.0130 -0.7471 -0.0298 0.472
O -3.3310 -0.0953 0.0378 -0.664
H 0.2369 -1.9526 1.0109 0.081
H 1.3692 0.6299 0.6445 0.120
H 0.8273 0.2119 -1.0199 0.087
H -0.9482 0.3044 1.4035 0.019
H -0.8246 1.5802 0.2430 0.103
H -1.7961 -0.7569 -1.5795 -0.083

38
Properties=species:S:1:pos:R:3:lowdin_charge:R:1 method="wB97M-V/def2-TZVPD" lumo_energy_ha=-0.0911 spin_multiplicity=1 total_charge=0 homo_lumo_gap_ev=6.25
C 0.4808 1.7526 1.6345 -0.077
C 1.9906 1.7113 1.8463 -0.204
C 2.5346 0.8219 0.7224 -0.325
C 4.0710 0.9737 0.6386 -0.034
C 2.2256 -0.6162 0.9248 -0.165
C 2.0215 -1.4572 -0.1131 0.065
C 1.7498 -2.8005 0.0679 -0.051
N 1.6758 -3.3305 1.2654 0.133
N 1.8455 -2.4790 2.2429 0.072
C 2.1057 -1.1903 2.1677 0.060
H -0.0674 2.1285 2.4925 0.085
H 0.1060 0.7789 1.3446 0.049
H 0.2872 2.4219 0.8047 0.088
H 2.2507 1.3186 2.8267 0.098
H 2.4322 2.6914 1.7192 0.115
H 2.1463 1.1123 -0.2507 0.155
H 4.4786 0.5516 -0.2784 0.084
H 4.5656 0.4782 1.4743 0.086
H 4.3516 2.0196 0.6765 0.083
H 2.0609 -1.0720 -1.1203 0.151
H 1.6086 -3.4566 -0.7707 0.134
H 1.7694 -2.8781 3.1734 0.189
H 2.2058 -0.6216 3.0701 0.150
C -4.8147 0.8853 -3.7584 -0.687
F -5.3782 1.9640 -4.2958 0.139
F -5.7855 0.0189 -3.4497 0.128
F -4.0395 0.3143 -4.6892 0.123
S -3.8484 1.3738 -2.2782 0.570
O -4.8194 1.9347 -1.3878 -0.276
O -2.8574 2.2800 -2.7818 -0.285
N -3.2917 -0.0604 -1.8534 -0.287
S -2.3940 0.0025 -0.5642 0.547
O -3.0694 0.3096 0.6622 -0.276
O -1.1102 0.6308 -0.7344 -0.314
C -1.9697 -1.7764 -0.3995 -0.670
F -1.3066 -2.2404 -1.4701 0.113
F -3.0455 -2.5400 -0.2288 0.143
F -1.1662 -1.9555 0.6696 0.092

25
Properties=species:S:1:pos:R:3:lowdin_charge:R:1 method="wB97M-V/def2-TZVPD" lumo_energy_ha=-0.1002 spin_multiplicity=1 relative_energy_kj_mol=174.9 total_charge=+1 homo_lumo_gap_ev=10.69
C 0.3398 -0.6417 -3.4823 -0.054
C 0.1678 -0.5629 -1.9217 -0.445
C 0.6663 0.8777 -1.3546 -0.159
C -0.0836 1.2241 -0.0417 -0.096
N 0.4834 0.4020 1.1650 0.158
N 0.9915 -1.4386 -1.1470 -0.004
H 1.0230 -1.5031 -3.7867 0.088
H -0.7389 -0.7261 -3.9257 0.106
H 0.8367 0.3528 -3.8468 0.094
H -0.8582 -0.6357 -1.6165 0.112
H 0.6896 1.6770 -2.1751 0.131
H 1.7662 0.7861 -1.2461 0.113
H 0.1240 2.2692 0.2028 0.125
H -1.1238 0.8930 -0.2387 0.131
H 1.3260 0.6948 1.6672 0.158
H -0.1312 0.2894 1.9769 0.083
H 0.7516 -2.3793 -1.3715 0.079
H 1.9847 -1.4028 -1.4835 0.120
H 0.7561 -0.5215 0.7115 0.136
H -0.0577 1.3361 4.3708 0.045
H -1.2027 0.9029 3.6078 -0.015
O -0.3476 1.2228 3.5044 0.003
H -2.3931 -0.9427 4.2892 0.099
H -2.8358 -1.3930 2.8251 0.129
O -2.1339 -0.7806 3.3173 -0.136

67
Properties=species:S:1:pos:R:3:lowdin_charge:R:1 method="wB97M-V/def2-TZVPD" smiles="CC[PH](CCCBr)(CCCCS(=O)(=O)Cl)[C@H](C)F.ClC(Cl)Cl.ClC(Cl)Cl.ClC(Cl)Cl.ClC(Cl)Cl.ClC(Cl)Cl" lumo_energy_ha=0.0053 spin_multiplicity=1 total_charge=0 homo_lumo_gap_ev=8.52
C 1.3413 -3.8799 -1.1949 -0.134
C 1.1873 -2.5484 -1.9586 -0.313
P 0.8665 -1.1067 -0.8180 0.870
C 2.4644 -1.5582 0.2211 -0.328
C 3.1037 -0.2873 0.7867 -0.362
C 4.4229 -0.6277 1.5145 -0.611
Br 5.9592 0.0518 0.4912 0.596
C -0.2177 -1.4261 0.6412 -0.254
C -1.7424 -1.3359 0.5462 -0.217
C -2.4377 -0.1253 1.2394 -0.203
C -1.7206 1.2242 1.1848 -0.279
S -1.5680 2.0089 2.7876 0.340
O -2.5215 1.4832 3.7075 -0.328
O -1.5396 3.4237 2.6013 -0.348
Cl 0.3099 1.4761 3.4090 0.390
C -0.4799 -0.4778 -2.0033 -0.492
C 0.1195 -0.1283 -3.3664 -0.132
F -1.1471 0.6805 -1.5490 -0.110
H 1.1158 -4.6729 -1.9072 0.072
H 2.3570 -4.0561 -0.8636 0.065
H 0.6231 -3.9885 -0.3887 0.060
H 2.1010 -2.3682 -2.5157 0.093
H 0.3554 -2.6964 -2.6401 0.072
H 1.4889 0.1790 -0.9692 0.066
H 3.2245 -1.9925 -0.4269 0.079
H 2.2476 -2.2065 1.0685 0.080
H 3.3697 0.3721 -0.0341 0.055
H 2.4328 0.2348 1.4581 0.074
H 4.5462 -1.6985 1.5757 0.033
H 4.5055 -0.1429 2.4760 0.020
H 0.1399 -0.7865 1.4466 0.064
H 0.0492 -2.4203 0.9907 0.075
H -2.1627 -1.4180 -0.4505 0.089
H -2.1446 -2.1965 1.0783 0.055
H -3.4530 -0.0337 0.8690 0.121
H -2.5489 -0.3871 2.2910 0.067
H -2.3074 1.9573 0.6373 0.086
H -0.7367 1.2177 0.7348 0.075
H -1.2466 -1.2358 -2.1748 0.097
H 1.2024 -0.0005 -3.2376 0.065
H -0.2513 0.8283 -3.6978 0.013
H -0.0155 -0.9166 -4.0971 0.056
Cl 8.2167 -3.2736 2.4811 0.522
C 8.0057 -1.8742 3.5324 -1.552
Cl 6.3147 -1.7017 4.0055 0.552
Cl 9.0477 -1.9900 4.9505 0.528
H 8.2854 -0.9899 2.9758 0.003
Cl -4.1432 8.0260 3.9030 0.524
C -2.8758 7.7471 2.7089 -1.551
Cl -3.5766 7.4671 1.1117 0.507
Cl -1.7469 9.1038 2.6639 0.520
H -2.3292 6.8622 2.9977 0.006
Cl -2.9465 -5.4941 2.1382 0.522
C -4.3416 -4.5277 2.6226 -1.546
Cl -3.8369 -2.9100 3.1117 0.567
Cl -5.5287 -4.4458 1.3224 0.529
H -4.8048 -5.0070 3.4737 0.011
Cl -3.2953 -1.6931 -5.4341 0.523
C -2.5823 -0.3293 -6.3004 -1.531
Cl -2.2368 0.9955 -5.1927 0.575
Cl -1.1217 -0.8310 -7.1559 0.530
H -3.2982 0.0160 -7.0329 0.010
Cl -2.2716 3.6028 -2.1196 0.534
C -2.4385 5.3452 -2.3758 -1.541
Cl -1.7836 5.7704 -3.9588 0.522
Cl -4.1317 5.8358 -2.2690 0.514
H -1.8728 5.8768 -1.6227 0.009

116
Properties=species:S:1:pos:R:3:lowdin_charge:R:1 method="wB97M-V/def2-TZVPD" lumo_energy_ha=0.0577 spin_multiplicity=1 total_charge=-1 homo_lumo_gap_ev=6.02
C 5.5207 4.7259 -0.5762 -0.064
C 6.4859 3.9750 -1.4925 -0.522
O 5.7299 3.4764 -2.6215 -0.092
C 7.1795 2.8301 -0.7687 -0.287
Ga 8.9922 3.3275 0.0866 0.350
C 9.9609 4.6845 -1.1342 -0.272
O 10.2843 6.0091 -0.6052 -0.159
C 9.1894 6.7406 -0.2834 -0.343
C 8.5102 7.5031 -1.2248 -0.024
C 7.3981 8.2498 -0.8700 -0.108
C 6.9474 8.2476 0.4393 -0.126
C 7.6333 7.5206 1.4030 -0.097
C 8.7383 6.7779 1.0325 -0.043
H 5.1813 5.6396 -1.0689 0.068
H 4.6427 4.0896 -0.4325 0.072
H 5.9726 4.9762 0.3845 0.071
H 7.2186 4.6815 -1.8850 0.099
H 5.2283 2.7186 -2.3059 0.052
H 6.5155 2.4210 0.0039 0.037
H 7.4066 2.0155 -1.4635 0.031
H 8.7852 3.8154 1.6066 -0.097
H 9.8829 1.9681 0.1262 -0.111
H 9.4383 4.7711 -2.0971 0.043
H 10.9297 4.2390 -1.3695 0.034
H 8.8427 7.5260 -2.2561 0.115
H 6.8681 8.8431 -1.6047 0.093
H 6.0669 8.8161 0.7128 0.089
H 7.2965 7.5083 2.4316 0.097
H 9.3009 6.1947 1.7487 0.092
O 1.4889 1.7874 -1.5525 -0.269
P 1.2280 0.4277 -2.0995 0.660
N 2.7411 0.0692 -2.8152 -0.317
C 3.1130 -0.3527 -4.1447 -0.137
C 3.8270 -0.1006 -1.8617 -0.127
N -0.0520 0.8738 -3.1836 -0.287
C -0.2567 0.4748 -4.5708 -0.130
C -0.6742 2.1774 -2.9499 -0.150
N 0.7215 -1.1716 -1.9104 -0.316
C 0.6550 -2.2143 -2.8998 -0.109
C -0.4204 -1.2440 -0.9843 -0.134
H 3.5080 -1.3805 -4.1495 0.076
H 3.9051 0.2922 -4.5414 0.087
H 2.2961 -0.3170 -4.8565 0.043
H 3.7669 -1.0792 -1.3617 0.077
H 3.7983 0.6739 -1.0931 0.071
H 4.8005 -0.0252 -2.3469 0.083
H 0.6482 0.1535 -5.0774 0.045
H -0.6381 1.3121 -5.1572 0.077
H -1.0109 -0.3172 -4.6617 0.068
H -0.1084 2.9905 -3.4199 0.086
H -0.7570 2.3931 -1.8896 0.065
H -1.6894 2.1818 -3.3573 0.075
H -0.0756 -2.0292 -3.6943 0.069
H 0.3542 -3.1406 -2.4047 0.084
H 1.6239 -2.4356 -3.3462 0.072
H -1.3574 -0.9399 -1.4743 0.079
H -0.2586 -0.5895 -0.1260 0.071
H -0.5458 -2.2477 -0.5818 0.058
O -1.0277 -2.4147 1.8918 -0.280
P -1.2347 -3.0007 3.2487 0.667
N -2.4735 -4.1345 2.8859 -0.317
C -3.7819 -4.3570 3.4462 -0.145
C -2.0458 -5.2344 2.0389 -0.133
N -1.7327 -1.5531 4.0416 -0.280
C -2.8548 -1.3464 4.9533 -0.122
C -1.4173 -0.2950 3.3571 -0.134
N -0.6758 -3.7708 4.6412 -0.323
C -1.4331 -4.1904 5.7947 -0.105
C 0.6419 -3.2423 5.0325 -0.124
H -3.8628 -5.3231 3.9681 0.078
H -4.5268 -4.3762 2.6418 0.066
H -4.1080 -3.5958 4.1452 0.049
H -1.4663 -5.9806 2.6026 0.078
H -1.4239 -4.8727 1.2176 0.069
H -2.9053 -5.7379 1.5928 0.079
H -3.6496 -2.0787 4.8508 0.044
H -3.3226 -0.3793 4.7673 0.081
H -2.5310 -1.3217 6.0000 0.072
H -2.1733 -0.0405 2.6045 0.075
H -0.4512 -0.3407 2.8651 0.069
H -1.3660 0.5186 4.0833 0.084
H -1.8679 -3.3644 6.3645 0.072
H -0.7630 -4.7235 6.4722 0.086
H -2.2136 -4.9093 5.5484 0.073
H 0.5591 -2.2695 5.5328 0.083
H 1.2792 -3.1178 4.1543 0.080
H 1.1578 -3.9359 5.6975 0.079
O -7.6713 -0.7558 1.1064 -0.276
P -7.3323 -1.3925 -0.1986 0.656
N -8.4877 -2.6652 -0.2295 -0.322
C -8.3564 -4.0899 -0.4186 -0.142
C -9.8637 -2.2181 -0.3509 -0.137
N -5.7100 -1.8338 0.1761 -0.274
C -5.0200 -3.0960 -0.0701 -0.112
C -5.0977 -1.1690 1.3317 -0.131
N -7.0942 -1.3185 -1.8695 -0.323
C -6.7522 -2.3891 -2.7736 -0.106
C -6.4033 -0.0719 -2.2391 -0.126
H -8.8117 -4.4195 -1.3650 0.076
H -8.8712 -4.6313 0.3845 0.083
H -7.3289 -4.4341 -0.4174 0.045
H -10.1024 -1.9115 -1.3807 0.077
H -10.0550 -1.3695 0.3083 0.070
H -10.5564 -3.0101 -0.0629 0.078
H -5.6769 -3.9547 -0.1798 0.049
H -4.3577 -3.3424 0.7608 0.055
H -4.3678 -3.0340 -0.9487 0.076
H -5.3582 -1.6686 2.2734 0.081
H -5.4062 -0.1308 1.4023 0.069
H -4.0095 -1.1748 1.2276 0.075
H -5.7603 -2.8160 -2.6007 0.072
H -6.7530 -1.9948 -3.7919 0.085
H -7.4927 -3.1878 -2.7813 0.072
H -5.3275 -0.1230 -2.0288 0.082
H -6.8170 0.7723 -1.6828 0.078
H -6.5431 0.1521 -3.2974 0.078

Record order is preserved below.
Strongest force on any atom: 3.1, 1.5, 0.2, 4.0, 1.7, 4.0, 1.5, 6.5 eV/A